Entry 1:
Below is a 2-piece molecular cluster, Br2HIOP overall, with properties calculated with ωB97M-V/def2-TZVPD.

The geometry in ORCA input format:
```
! RIJCOSX wB97M-V def2-TZVPD def2/J DEFGRID3
* xyz 1 1
O 0.866 -0.013 -0.405
P 1.831 0.314 0.790
Br 2.017 -1.632 1.929
Br -1.325 2.499 1.453
I 3.922 0.750 -0.382
H -0.084 -0.153 -0.280
*
```

Values from the calculation:
E_HOMO (alpha / beta), eV: -14.07 / -14.07
Orbital gap (alpha / beta), eV: 4.0116 / 4.0113
LUMO level (alpha / beta), eV: -10.058 / -10.059

Entry 2:
Below is Br2HNS2 as an isolated structure, with properties calculated with ωB97M-V/def2-TZVPD.

The geometry in ORCA input format:
```
! RIJCOSX wB97M-V def2-TZVPD def2/J DEFGRID3
* xyz 0 1
N -0.627 -0.774 0.232
S -1.747 -0.291 1.086
S 0.106 2.354 -0.740
Br -3.386 -0.867 -0.518
Br -1.796 2.452 0.329
H 0.174 -1.188 0.623
*
```

Values from the calculation:
E_HOMO (alpha / beta), eV: -9.21 / -8.64
Orbital gap (alpha / beta), eV: 7.4883 / 6.1191
LUMO level (alpha / beta), eV: -1.725 / -2.524

Entry 3:
Below is a 2-piece molecular cluster, Br2HO3PS overall, with properties calculated with ωB97M-V/def2-TZVPD.

The geometry in ORCA input format:
```
! RIJCOSX wB97M-V def2-TZVPD def2/J DEFGRID3
* xyz 0 1
O -0.059 1.867 1.661
O 0.088 0.606 -0.666
O 4.314 2.892 -0.639
P -0.017 1.935 0.033
S 2.904 2.562 -1.012
Br -1.986 2.899 -0.498
Br 5.585 1.416 0.122
H -0.069 0.883 1.984
*
```

Values from the calculation:
E_HOMO (alpha / beta), eV: -9.70 / -9.62
Orbital gap (alpha / beta), eV: 6.7393 / 7.2222
LUMO level (alpha / beta), eV: -2.959 / -2.400

Asked for maximum force across the records above, the calculation gives 1.6; 2.6; 2.6 eV/Å in order.
Asked for energy above the lowest of the compared OMol25 structures with the same formula, charge and spin across the records above, the calculation gives 1.9132; 2.5109; 2.3375 eV in order.